Record 1
The following is a DFT calculation (ωB97M-V with the def2-TZVPD basis set) of an isolated molecule of C6H16BNO4 at a distorted geometry.

Spin multiplicity = 1
DFT total energy = -16841.44947 eV
Orbital gap = 8.87 eV
F_max = 0.055 hartree/bohr

```
28
Properties=species:S:1:pos:R:3:forces:R:3
O -1.4490 0.1147 -2.5649 -0.1 0.7 0.8
O -2.7191 2.0336 -2.0227 0.5 -0.3 -0.5
O 0.1652 -2.0133 -1.7820 -2.4 -1.4 -0.1
O -1.2137 0.9892 -0.3495 -1.0 -0.1 -1.7
B -1.7946 1.0932 -1.6235 0.6 -1.4 0.0
N 1.0991 0.2643 0.7208 1.4 -0.5 -0.7
C 1.4673 -1.7712 -1.3980 1.7 -0.2 0.2
C -1.3174 1.9296 0.6956 -0.9 1.2 -0.4
C 0.9638 -1.1659 1.0143 -1.4 1.1 0.5
C 0.7440 1.1664 1.7925 1.1 0.1 0.4
C 1.7001 -2.0704 0.0685 0.6 -0.4 -0.2
C -0.7452 1.3375 1.9437 -0.4 -0.4 0.6
H -0.8766 -0.6275 -2.2677 -0.3 0.4 0.0
H -2.8500 1.8591 -2.9821 -0.1 0.3 0.9
H -0.1147 -2.9470 -1.5374 0.6 1.8 -0.4
H 0.5117 0.4759 -0.0876 0.5 -0.1 0.5
H 2.1082 -2.4070 -2.0026 0.5 -0.2 0.0
H 1.7648 -0.7400 -1.6607 -0.5 -0.3 0.2
H -0.7335 2.8145 0.4225 0.0 0.1 0.0
H -2.3677 2.2580 0.7823 0.3 -0.2 0.2
H -0.1218 -1.3444 1.0249 0.0 -0.8 -0.1
H 1.2768 -1.3400 2.0371 0.3 -0.1 0.2
H 1.2407 2.1477 1.5933 -0.5 -0.5 0.1
H 1.2038 0.7875 2.7289 -0.3 0.2 -0.4
H 2.7732 -2.0061 0.2554 0.1 0.2 0.0
H 1.4732 -3.1389 0.2677 -0.2 0.5 -0.1
H -0.9749 1.9426 2.8251 -0.1 0.1 -0.2
H -1.2139 0.3580 2.1062 0.0 0.1 0.1
```
Forces are in eV/Å.

***

Record 2
The following is a DFT calculation (ωB97M-V with the def2-TZVPD basis set) of an isolated molecule of C6H16BNO6P2 at a distorted geometry.

Spin multiplicity = 1
DFT total energy = -39507.65610 eV
Orbital gap = 8.22 eV
F_max = 0.148 hartree/bohr

```
32
Properties=species:S:1:pos:R:3:forces:R:3
C 1.2590 -1.9095 2.8910 -0.1 -2.1 0.0
O 1.9331 -0.8082 2.1853 -2.9 0.7 -1.6
B 0.9768 -0.0756 1.2895 0.6 -0.9 2.5
O -0.0168 0.7760 1.9662 2.7 0.2 -1.8
C 1.2032 -0.2657 -0.3239 0.2 -0.1 -0.6
C 2.6011 0.5918 -0.6705 -1.1 0.8 -0.1
N 2.4177 1.0809 -2.1035 2.0 -0.2 0.7
O 0.1804 0.3230 -1.1923 -3.4 -0.9 1.6
C -1.1806 -0.1195 -0.8793 -1.6 -4.0 2.4
O -1.5910 -1.3604 -0.6140 3.2 6.6 -1.9
P -2.5241 1.2930 -0.9122 0.7 0.0 -1.1
C -4.2472 0.6277 -0.4361 -1.5 -0.4 -0.1
C -1.9770 2.7886 0.1402 0.4 1.3 0.5
P 1.6556 -2.0912 -0.8331 2.2 -1.6 0.8
O 1.6023 -2.2968 -2.5596 -1.9 1.9 1.7
O 0.6920 -3.2520 0.0282 -1.2 0.9 -3.1
H 0.1829 -2.1526 2.4441 2.2 0.7 1.1
H 1.9049 -2.8858 2.6577 -1.4 2.1 0.6
H 1.2199 -1.7917 4.0628 0.0 0.2 -2.4
H 0.3948 1.6981 2.0096 -1.0 -1.7 0.1
H 2.5655 1.5303 0.0453 0.4 -1.9 -1.4
H 3.5682 -0.0458 -0.5066 -2.0 1.2 -0.1
H 3.0746 0.5111 -2.6845 -0.8 0.9 0.5
H 2.6824 2.0918 -2.2037 -0.2 -1.5 0.2
H -4.2776 -0.5552 -0.4589 0.3 2.5 0.3
H -4.7034 1.0816 0.5525 1.2 -1.1 -1.8
H -4.9885 0.9737 -1.3043 1.8 -0.7 1.8
H -2.4849 2.8701 1.1970 1.2 -0.4 -1.9
H -2.2904 3.7777 -0.4441 0.7 -2.3 1.1
H -0.7857 2.8009 0.2089 -2.7 -0.1 -0.1
H 1.0377 -1.6087 -3.0189 0.6 -1.0 0.7
H -0.0846 -3.5977 -0.5328 1.3 1.0 1.3
```
Forces are in eV/Å.

***

Record 3
The following is a DFT calculation (ωB97M-V with the def2-TZVPD basis set) of a 3-piece molecular cluster, C6H16BrO6S2 overall at a distorted geometry.

Charge = -1
Spin multiplicity = 1
Relative energy (zero: lowest compared OMol25 entry of this formula, charge and spin) = 15.89 kcal/mol
DFT total energy = -110481.39520 eV
Orbital gap = 7.09 eV
F_max = 0.026 hartree/bohr

```
31
Properties=species:S:1:pos:R:3:forces:R:3
Br -1.4208 -18.2498 18.9721 -0.1 -0.2 -0.2
O -1.3232 -23.5843 19.2481 -0.3 0.1 -0.2
S -2.3527 -23.1172 18.3714 -0.3 0.7 0.1
O -3.0602 -24.0533 17.5299 0.1 0.3 0.3
O -3.4216 -22.3292 19.2951 0.7 -0.2 0.1
C -4.8156 -22.3300 18.9404 0.1 -0.5 -0.4
C -5.0963 -21.4904 17.7203 -0.8 -0.4 -1.0
C -1.7154 -21.7947 17.3531 -0.1 -0.6 -0.1
H -5.4021 -21.9807 19.7873 0.5 0.2 0.3
H -5.0581 -23.3873 18.8032 -0.4 0.2 -0.3
H -6.1755 -21.4654 17.5203 0.0 0.1 0.4
H -4.7360 -21.9727 16.8060 0.4 0.1 0.2
H -4.7447 -20.4622 17.7506 0.2 0.0 0.3
H -2.5190 -21.5047 16.6806 0.0 0.1 0.1
H -0.9039 -22.2381 16.7759 0.0 0.0 0.0
H -1.3582 -20.9550 17.9445 -0.1 0.1 0.3
O 2.8901 -18.9984 15.8422 -0.6 0.2 -0.6
S 1.7516 -18.8806 14.9741 -0.5 -0.9 0.2
O 1.7733 -18.0238 13.8167 0.1 0.0 0.4
O 1.4711 -20.3840 14.4319 0.4 0.3 0.3
C 0.6904 -20.5480 13.2439 -0.5 -0.3 -0.1
C 0.3128 -22.0241 13.1722 0.8 0.1 -0.1
C 0.2780 -18.6009 15.9434 0.6 0.2 0.0
H 1.2640 -20.2506 12.3653 0.1 0.1 0.1
H -0.2133 -19.9331 13.2992 0.1 0.1 -0.1
H 1.1946 -22.5910 13.4772 -0.1 -0.1 0.1
H 0.1268 -22.3292 12.1404 -0.4 0.1 0.1
H -0.5152 -22.2743 13.8294 -0.1 0.0 -0.1
H -0.6200 -18.6980 15.3403 0.1 0.2 -0.2
H 0.4119 -17.5934 16.3347 -0.3 0.0 0.0
H 0.2012 -19.2720 16.7964 0.3 0.0 0.0
```
Forces are in eV/Å.

***

Record 4
The following is a DFT calculation (ωB97M-V with the def2-TZVPD basis set) of a 2-piece molecular cluster, C6H16ClN2OP overall at a distorted geometry.

Spin multiplicity = 1
Relative energy (zero: lowest compared OMol25 entry of this formula, charge and spin) = 0.00 kcal/mol
DFT total energy = -33319.43895 eV
Orbital gap = 9.54 eV
F_max = 0.088 hartree/bohr

```
27
Properties=species:S:1:pos:R:3:forces:R:3
C 4.3932 -1.5244 0.4105 2.3 -0.7 -3.8
C 5.2592 0.6445 -0.7466 -0.6 -2.7 0.3
C -1.8816 1.1212 -1.0296 -0.3 0.3 -1.5
C -4.0700 2.0919 0.1011 0.6 0.7 -1.3
C 4.0333 -0.3405 -0.4234 -0.1 1.7 -2.3
C -3.0673 0.9541 -0.0917 0.3 -1.9 2.0
N 3.1620 0.4652 0.4016 -2.9 1.2 -0.1
N -2.5888 0.6704 1.3438 -0.7 -3.2 0.4
O 1.3262 0.9071 -1.6382 0.3 0.3 1.8
P 1.8382 0.9993 -0.2399 1.4 -0.9 -1.1
Cl 0.7234 1.9240 1.0842 0.0 0.1 0.1
H 5.3387 -1.8581 -0.0951 -0.6 -0.4 0.8
H 4.6064 -1.1767 1.3312 1.0 1.1 3.2
H 3.7232 -2.3308 0.5068 -1.1 -0.8 -0.3
H 4.9870 1.6523 -0.6732 -0.8 1.4 -0.7
H 5.8169 0.3623 -1.6307 -0.2 0.2 -0.4
H 5.9511 0.5737 0.0441 1.0 -0.4 1.3
H -1.3308 2.0032 -0.7781 0.1 0.9 0.2
H -1.0669 0.3570 -0.9375 -1.3 0.1 -0.3
H -2.2234 1.2897 -2.1294 0.6 -0.7 1.8
H -4.1679 2.4340 1.1312 0.8 0.3 -0.1
H -5.0778 1.8276 -0.1233 -0.8 -0.6 -0.6
H -3.8081 2.8866 -0.6250 -0.2 0.1 0.8
H 3.5368 -0.5850 -1.4332 0.8 0.0 1.4
H -3.6028 0.0179 -0.3088 0.0 0.4 -0.8
H -3.4829 0.2017 1.7191 1.5 1.4 -0.1
H -2.0104 -0.2558 1.3992 -0.7 2.2 -0.7
```
Forces are in eV/Å.

***

Record 5
The following is a DFT calculation (ωB97M-V with the def2-TZVPD basis set) of an isolated ion of composition C6H16N and charge +1 at a distorted geometry.

Charge = +1
Spin multiplicity = 1
Relative energy (zero: lowest compared OMol25 entry of this formula, charge and spin) = 13.15 kcal/mol
DFT total energy = -7964.86183 eV
Orbital gap = 10.30 eV
F_max = 0.027 hartree/bohr

```
23
Properties=species:S:1:pos:R:3:forces:R:3
C 0.4802 -2.0409 2.1151 0.1 -0.4 -0.9
C 1.1152 -0.6612 2.1404 0.6 -0.3 1.0
C 0.4166 0.3900 1.3029 0.2 0.1 -0.3
C 0.6437 0.2274 -0.2142 1.2 0.4 -0.1
C -0.5681 -0.2666 -1.0079 0.4 0.5 0.2
C -1.4019 0.8686 -1.5511 -1.3 0.1 0.5
N -0.6964 1.6029 -2.6638 0.7 -0.4 -0.2
H 0.7022 -2.6151 1.2025 0.2 0.2 0.1
H 0.7957 -2.6474 2.9545 0.0 -0.1 0.1
H -0.6016 -1.9790 2.1133 -0.3 0.1 0.4
H 2.1933 -0.7056 1.9362 -0.2 -0.1 -0.7
H 1.1984 -0.3476 3.1878 -0.7 0.2 0.0
H -0.6564 0.3903 1.4928 -0.2 -0.1 0.2
H 0.7759 1.3583 1.6296 0.1 0.3 0.0
H 1.0771 1.1656 -0.6082 -0.6 0.2 -0.1
H 1.5327 -0.3857 -0.3794 -0.3 -0.6 0.1
H -0.2875 -0.9318 -1.8227 0.0 -0.2 -0.1
H -1.2039 -0.8072 -0.3178 -0.2 -0.4 -0.1
H -1.6738 1.5990 -0.7891 0.4 0.1 0.1
H -2.3773 0.5386 -1.9170 0.3 -0.1 -0.4
H -0.3498 2.5229 -2.3917 -0.3 0.1 0.0
H 0.1434 1.0626 -2.8986 -0.1 0.1 -0.1
H -1.2578 1.6618 -3.5137 0.0 0.2 0.1
```
Forces are in eV/Å.

***

Record 6
The following is a DFT calculation (ωB97M-V with the def2-TZVPD basis set) of a 4-piece molecular cluster, C6H16N2 overall at a distorted geometry.

Spin multiplicity = 1
Relative energy (zero: lowest compared OMol25 entry of this formula, charge and spin) = 94.89 kcal/mol
DFT total energy = -9457.95948 eV
Orbital gap = 8.25 eV
F_max = 0.071 hartree/bohr

```
24
Properties=species:S:1:pos:R:3:forces:R:3
C 0.2978 -1.7843 0.3427 -0.6 -0.6 -1.7
C -0.0742 -1.4445 -0.9568 0.6 -2.1 1.2
C -1.5469 0.6750 1.5952 0.1 -0.2 0.1
C -0.0491 0.5820 1.4953 0.3 1.1 -0.8
N -0.5066 -2.4605 1.2187 0.1 0.6 0.1
N 0.7814 0.4884 2.4470 0.2 -0.1 0.2
H 1.3159 -1.6490 0.6781 0.0 0.1 0.1
H -0.3150 -2.3319 2.1997 0.0 0.0 0.0
H -1.4861 -2.5276 0.9861 0.1 0.0 0.0
H 0.3288 0.4347 3.3639 -0.1 -0.1 -0.1
H -0.0044 0.0502 -1.1820 0.6 3.6 0.2
H 0.6908 -1.6134 -1.7063 0.3 0.6 0.0
H -1.0227 -1.8337 -1.3137 -0.3 0.3 0.2
H -1.8654 1.6824 1.3269 0.0 0.1 0.0
H -2.0210 0.0007 0.8782 0.0 0.0 0.0
H -1.9063 0.4384 2.5983 0.0 0.0 0.0
C 1.5010 1.3089 -2.3684 -0.4 -0.4 -0.1
C 0.2868 1.4380 -1.4592 -0.6 -1.7 -1.0
H 1.7623 2.2493 -2.8617 0.2 -0.1 0.1
H 1.2857 0.5597 -3.1352 0.2 0.1 -0.2
H 2.3377 0.9230 -1.7815 0.2 0.2 -0.1
H 0.4633 2.2929 -0.8041 -0.1 -0.5 0.7
H -0.6059 1.7277 -2.0139 -0.1 0.0 -0.3
H 0.3521 0.7938 0.4527 -0.5 -0.6 1.5
```
Forces are in eV/Å.

***

- Among the records above, which one has the lowest DFT total energy?
  C6H16BrO6S2

***

- Which of these has the lowest DFT total energy?
  C6H16BrO6S2

***

- Which value of spin multiplicity does entry 2 give?
  1